DFT (ωB97M-V with the def2-TZVPD basis set) results for a molecular structure, C52H34Cl3F4N9O2P2Sn.

Computed properties:
charge: +2
gap between HOMO and LUMO (alpha / beta): 0.237 / 0.203 Ha
energy relative to the best compared isomer or geometry (same formula, charge and spin): 65.7 kJ/mol
E_LUMO (alpha / beta): -6.725 / -7.406 eV
E_tot: -5321.5568 Ha
HOMO level (alpha / beta): -13.1824 / -12.9266 eV

Last column: Löwdin charge in e.
CARTESIAN COORDINATES (ANGSTROEM)
Sn1 -0.79 -0.63 0.29  1.1567
Cl1 -6.69 -2.86 -0.86  0.6718
Cl2 -4.86 -5.09 -0.46  0.6569
Cl3 -5.60 -3.39 1.79  0.6432
P1 -1.35 -0.64 3.14  0.9851
P2 0.15 2.20 0.10  1.0370
F1 7.22 -1.50 -2.13  0.1557
F2 5.46 -0.62 -0.38  0.1310
F3 4.12 -4.76 -3.61  0.1504
F4 2.36 -3.84 -1.83  0.1232
O1 -4.52 0.57 -4.07  0.0754
O2 -4.75 2.68 -6.45  -0.0112
N1 -3.22 -1.93 -0.37  0.1656
N2 6.23 -5.52 -5.62  0.2350
N3 3.83 0.78 2.47  0.2474
N4 -3.62 0.61 -6.15  0.1037
N5 -1.10 -0.76 -2.30  -0.0562
N6 -2.42 0.94 0.79  -0.0976
N7 9.14 -2.85 -4.09  0.2375
N8 1.66 -3.45 1.51  0.2405
N9 2.93 -0.44 0.50  0.0246
C1 1.38 2.01 -2.42  -0.1020
C2 -0.94 -2.81 4.90  -0.0652
C3 -3.76 2.23 2.11  0.0355
C4 1.96 -0.53 -0.35  0.0286
C5 -1.49 2.59 -0.75  -0.2120
C6 -2.34 -0.31 -4.29  -0.0834
C7 4.48 -3.76 -2.82  -0.1364
C8 0.15 1.53 6.88  -0.0511
C9 -1.70 0.60 5.67  -0.0786
C10 -0.83 -4.17 5.17  -0.0516
C11 3.71 2.49 -2.78  -0.0581
C12 -1.63 -4.68 2.96  -0.0673
C13 6.43 -4.71 -4.82  -0.1600
C14 0.14 3.52 2.56  -0.0820
C15 1.47 2.49 -1.12  -0.3990
C16 -1.20 1.22 6.80  -0.0543
C17 -1.17 -5.10 4.21  -0.0524
C18 -0.85 0.28 4.62  -0.4001
C19 -0.28 -1.53 -4.40  -0.0142
C20 3.81 2.96 -1.48  -0.0548
C21 2.23 -2.75 0.80  -0.1393
C22 -1.74 -3.33 2.69  -0.1464
C23 5.13 -1.65 -1.18  -0.1324
C24 6.05 -2.11 -2.08  -0.1336
C25 0.27 5.91 2.80  -0.0500
C26 0.26 3.66 1.18  -0.3837
C27 2.70 2.96 -0.65  -0.1011
C28 8.05 -3.21 -3.97  -0.1574
C29 2.85 -1.77 -0.07  -0.2870
C30 3.44 0.22 1.54  -0.1885
C31 -3.17 0.94 1.92  -0.3069
C32 -2.16 -0.26 -2.92  -0.1071
C33 -3.31 3.02 1.09  0.0324
C34 2.49 2.03 -3.26  -0.0646
C35 0.15 4.65 3.37  -0.0554
C36 -2.46 2.20 0.29  -0.3264
C37 3.87 -2.23 -1.05  -0.0072
C38 5.77 -3.20 -2.94  -0.0137
C39 -1.37 -0.96 -5.05  0.0243
C40 -4.77 1.31 -6.72  -0.2330
C41 0.38 4.93 0.61  -0.0904
C42 1.01 1.23 5.83  -0.0575
C43 -1.39 -2.38 3.66  -0.3716
C44 -5.29 -3.45 0.03  -1.5991
C45 -4.14 -2.59 -0.21  -0.3558
C46 0.39 6.05 1.42  -0.0498
C47 -3.60 0.33 -4.83  -0.4440
C48 -3.16 -0.23 2.82  -0.2180
C49 -0.17 -1.39 -3.03  -0.1310
C50 0.51 0.60 4.70  -0.1272
C51 3.57 -3.29 -1.90  -0.1469
C52 6.72 -3.69 -3.89  -0.0943
H1 -3.53 4.06 0.91  0.1314
H2 0.47 -2.07 -4.95  0.1207
H3 -2.94 0.19 -2.31  0.1120
H4 2.40 1.67 -4.27  0.1115
H5 -2.10 -3.01 1.72  0.0423
H6 0.54 2.01 7.77  0.1171
H7 -0.66 -2.08 5.66  0.1053
H8 4.76 3.32 -1.11  0.1181
H9 0.43 1.65 -2.80  0.0890
H10 0.04 2.53 3.00  0.0750
H11 -3.56 -1.12 2.33  0.0615
H12 -3.70 -0.05 3.74  0.0927
H13 -1.07 -6.16 4.42  0.1164
H14 0.67 -1.80 -2.49  0.0917
H15 0.49 7.03 0.98  0.1173
H16 -1.56 3.65 -1.00  0.1056
H17 -2.76 0.35 5.63  0.1042
H18 4.57 2.51 -3.43  0.1154
H19 -1.57 1.97 -1.65  0.0661
H20 -0.48 -4.49 6.14  0.1164
H21 0.49 5.03 -0.47  0.1160
H22 -5.07 2.83 -5.56  0.0910
H23 -2.77 0.61 -6.68  0.1355
H24 -4.72 1.19 -7.80  0.1348
H25 2.79 3.33 0.37  0.1092
H26 -1.47 -1.07 -6.12  0.1267
H27 0.06 4.54 4.44  0.1119
H28 -4.42 2.51 2.92  0.1288
H29 -1.86 1.46 7.62  0.1165
H30 0.27 6.79 3.43  0.1171
H31 1.17 0.34 3.88  0.0851
H32 2.06 1.47 5.89  0.1168
H33 -1.89 -5.41 2.21  0.1121
H34 -5.66 0.83 -6.33  0.1336